This record from OMol25 describes 14 unconnected molecules or ions with the total composition C16H60O22. The level of theory is ωB97M-V with the def2-TZVPD basis set.

Last column: Löwdin charge in e.
Element x y z (Å)
O (-3.01, 2.09, -5.51)  -0.0540
H (-3.63, 2.63, -5.01)  0.0256
H (-3.57, 1.48, -5.98)  0.0274
O (-3.74, -5.93, 2.86)  -0.0546
H (-2.91, -6.38, 2.71)  0.0287
H (-3.99, -5.61, 1.99)  0.0243
O (0.26, -1.19, -7.19)  -0.0536
H (-0.49, -1.74, -7.39)  0.0291
H (-0.11, -0.45, -6.71)  0.0243
O (-6.86, 0.46, -0.68)  -0.0512
H (-6.13, 1.04, -0.91)  0.0274
H (-7.37, 0.95, -0.05)  0.0314
O (-4.31, -3.53, -4.29)  -0.0512
H (-4.92, -2.92, -4.70)  0.0274
H (-4.57, -3.55, -3.37)  0.0229
O (-6.47, -3.59, -0.14)  -0.0549
H (-7.28, -3.93, 0.23)  0.0303
H (-6.67, -2.68, -0.36)  0.0180
C (2.66, 5.36, 2.61)  -0.2221
C (3.36, 5.83, 3.93)  -0.2472
O (3.98, 4.80, 4.67)  -0.0457
O (1.49, 4.59, 2.87)  -0.0930
H (3.30, 4.80, 1.92)  0.1129
H (2.21, 6.22, 2.11)  0.1087
H (2.69, 6.48, 4.49)  0.1123
H (4.13, 6.54, 3.63)  0.1123
H (3.31, 4.13, 4.76)  0.0816
H (0.96, 4.40, 2.09)  0.0793
C (6.82, -0.10, 1.04)  -0.2649
C (7.29, 1.10, 1.87)  -0.2457
O (8.68, 1.16, 1.97)  -0.0568
O (6.84, -1.33, 1.73)  -0.0625
H (7.21, -0.24, 0.03)  0.1201
H (5.79, 0.09, 0.76)  0.1038
H (6.83, 1.14, 2.86)  0.1199
H (6.87, 2.00, 1.41)  0.1174
H (8.97, 0.42, 2.51)  0.0861
H (6.81, -2.00, 1.03)  0.0827
C (0.37, -6.25, -5.83)  -0.1930
C (1.88, -6.64, -5.93)  -0.2189
O (1.94, -8.08, -6.14)  -0.0789
O (-0.28, -6.42, -7.15)  -0.0823
H (0.27, -5.24, -5.43)  0.1081
H (-0.07, -6.84, -5.02)  0.1052
H (2.47, -6.44, -5.04)  0.1067
H (2.36, -5.96, -6.64)  0.1126
H (2.34, -8.21, -7.01)  0.0762
H (-0.12, -7.30, -7.49)  0.0647
C (1.72, -0.62, 8.22)  -0.2195
C (1.38, -0.41, 6.73)  -0.2409
O (2.08, 0.57, 5.97)  -0.0764
O (2.92, -1.37, 8.39)  -0.0777
H (0.93, -1.12, 8.79)  0.1161
H (1.80, 0.35, 8.72)  0.1111
H (0.32, -0.17, 6.62)  0.1096
H (1.58, -1.34, 6.20)  0.1152
H (1.86, 0.40, 5.04)  0.0809
H (3.56, -1.27, 7.68)  0.0821
C (-1.18, -1.78, -0.55)  -0.2512
C (-0.96, -1.28, 0.92)  -0.2259
O (0.26, -0.56, 1.01)  -0.0702
O (-1.51, -0.69, -1.40)  -0.0621
H (-2.00, -2.50, -0.56)  0.1036
H (-0.42, -2.49, -0.86)  0.1148
H (-0.86, -2.20, 1.48)  0.1145
H (-1.78, -0.67, 1.28)  0.1142
H (0.37, 0.06, 0.28)  0.0809
H (-1.93, -1.01, -2.20)  0.0820
C (-5.20, 0.54, 5.32)  -0.1879
C (-5.73, -0.80, 4.88)  -0.3090
O (-6.95, -1.20, 5.42)  -0.0484
O (-6.09, 1.55, 4.71)  -0.0907
H (-4.22, 0.65, 4.86)  0.1194
H (-5.13, 0.58, 6.41)  0.1173
H (-5.00, -1.51, 5.28)  0.1177
H (-5.75, -0.83, 3.79)  0.1220
H (-7.13, -2.08, 5.09)  0.0930
H (-7.02, 1.31, 4.75)  0.0673
C (-2.10, 5.32, -1.85)  -0.2107
C (-3.57, 5.50, -1.36)  -0.3165
O (-4.43, 4.56, -1.70)  -0.0451
O (-1.48, 4.16, -1.30)  -0.0682
H (-1.59, 6.16, -1.38)  0.1125
H (-1.86, 5.43, -2.91)  0.1163
H (-3.98, 6.38, -1.85)  0.1146
H (-3.65, 5.73, -0.29)  0.1219
H (-5.30, 4.90, -1.50)  0.0994
H (-1.88, 3.37, -1.67)  0.0780
C (4.76, 1.99, -5.18)  -0.2700
C (3.81, 1.21, -4.28)  -0.2699
O (3.79, -0.15, -4.55)  -0.0591
O (6.10, 1.85, -4.84)  -0.0434
H (4.50, 3.05, -5.21)  0.1190
H (4.62, 1.69, -6.22)  0.1154
H (2.76, 1.51, -4.36)  0.1119
H (4.03, 1.40, -3.23)  0.1229
H (3.66, -0.30, -5.48)  0.0868
H (6.31, 1.00, -5.22)  0.0859

Results
lowest unoccupied orbital energy	-0.37	eV
relative energy (zero: lowest compared OMol25 entry of this formula, charge and spin)	111.3	kcal/mol
molecular weight	604.6	g mol⁻¹
Kohn-Sham gap	9.43	eV
multiplicity	1
DFT total energy	-2300.59899	a.u.